w | Density functional theory data (ωB97M-V with the def2-TZVPD basis set) for a 2-piece molecular cluster, C6H11N2O2P overall.

Summary:
Molecular weight (Da): 174.14
Kohn-Sham gap (alpha / beta) (eV): 8.42 / 8.42

```
! RIJCOSX wB97M-V def2-TZVPD def2/J DEFGRID3
* xyz 0 1
C 1.935 0.503 -0.640
C -0.388 0.314 1.472
C -2.269 -0.260 -1.028
C -1.405 -0.921 -1.992
C 1.668 1.282 0.590
C 1.092 0.411 1.740
N 2.039 -0.753 -0.508
N -0.688 -0.911 0.959
O -1.070 1.316 1.341
O -1.856 -1.341 0.664
P -2.965 1.090 -0.451
H 1.945 0.988 -1.695
H -1.597 -1.997 -2.192
H -1.575 -0.615 -2.971
H -0.386 -0.883 -1.609
H 1.040 2.114 0.448
H 2.714 1.499 0.962
H 1.036 1.011 2.668
H 1.619 -0.500 1.859
H 2.207 -1.277 -1.405
H 0.040 -1.600 0.997
H -3.137 0.530 0.793
*
```


x | Density functional theory data (ωB97M-V with the def2-TZVPD basis set) for one molecule with the formula C6H11N2O2P.

Summary:
SMILES: [H]/N=C/C[C@@H]1COC(=O)[C@H]1[PH2]=N
Molecular weight (Da): 174.14
Kohn-Sham gap (eV): 9.61

```
! RIJCOSX wB97M-V def2-TZVPD def2/J DEFGRID3
* xyz 0 1
H 3.208 0.009 1.634
N 2.484 -0.134 0.930
C 2.239 0.949 0.315
C 1.246 1.039 -0.825
C -0.165 0.433 -0.628
C -1.237 1.527 -0.587
O -2.392 0.893 0.002
C -1.880 0.169 1.044
O -2.471 -0.003 2.070
C -0.514 -0.361 0.650
P -0.786 -2.127 0.192
N 0.353 -2.806 -0.630
H 2.761 1.886 0.561
H 1.705 0.567 -1.701
H 1.134 2.106 -1.067
H -0.394 -0.225 -1.473
H -1.485 1.953 -1.559
H -0.917 2.322 0.104
H 0.183 -0.312 1.485
H -2.047 -2.036 -0.426
H -1.064 -2.702 1.442
H 0.038 -3.147 -1.531
*
```


Stability comparison, relative energies in eV: w 4.440; x 0.000


w | Density functional theory data (ωB97M-V with the def2-TZVPD basis set) for one molecule with the formula C3H4P2.

Summary:
SMILES: [H]/P=C1\C\C1=P/[H]
Molecular weight (Da): 102.01
Kohn-Sham gap (eV): 7.18

```
! RIJCOSX wB97M-V def2-TZVPD def2/J DEFGRID3
* xyz 0 1
H 2.003 1.905 0.426
P 1.474 1.274 1.640
C 0.338 0.487 0.678
C -0.081 0.187 -0.849
C -0.342 -0.716 0.345
P -1.383 -1.948 0.920
H -1.956 -2.092 -0.320
H -0.870 0.820 -1.342
H 0.816 0.083 -1.498
*
```


x | Density functional theory data (ωB97M-V with the def2-TZVPD basis set) for one molecule with the formula C3H4P2.

Summary:
SMILES: C=CC1=P#[PH]1
Molecular weight (Da): 102.01
Kohn-Sham gap (eV): 7.53

```
! RIJCOSX wB97M-V def2-TZVPD def2/J DEFGRID3
* xyz 0 1
C -0.425 0.600 1.434
C -0.320 -0.411 0.638
C -0.107 -0.229 -0.727
P -0.355 1.044 -1.853
P 0.594 -0.868 -2.275
H -0.596 0.512 2.541
H -0.434 1.617 0.978
H -0.290 -1.518 1.073
H 1.934 -0.746 -1.809
*
```


Stability comparison, relative energies in eV: w 1.543; x 0.000


w | Density functional theory data (ωB97M-V with the def2-TZVPD basis set) for a 4-piece molecular cluster, C4H14NO3 overall.

Summary:
Molecular weight (Da): 124.16
Kohn-Sham gap (eV): 10.10

```
! RIJCOSX wB97M-V def2-TZVPD def2/J DEFGRID3
* xyz 1 1
C -0.725 -0.656 2.110
C -1.095 -0.215 0.707
C -2.320 -0.190 0.226
C 0.389 -0.657 -1.121
N 0.053 0.081 -0.116
H -0.287 -1.779 2.192
H -0.035 0.064 2.669
H -1.687 -0.728 2.817
H -2.558 0.385 -0.760
H -3.188 -0.695 0.663
H 1.240 -0.585 -1.721
H -0.224 -1.492 -1.449
H 0.627 0.922 -0.017
H 1.245 -3.539 -0.689
H 1.667 -2.749 0.698
O 1.026 -2.678 -0.095
H 0.064 2.844 -1.796
H -0.448 1.810 -2.871
O 0.066 1.904 -2.030
H 2.319 2.814 0.971
H 2.176 2.594 -0.585
O 1.696 2.544 0.198
*
```


x | Density functional theory data (ωB97M-V with the def2-TZVPD basis set) for a 4-piece molecular cluster, C4H14NO3 overall.

Summary:
Molecular weight (Da): 124.16
Kohn-Sham gap (eV): 5.68

```
! RIJCOSX wB97M-V def2-TZVPD def2/J DEFGRID3
* xyz 1 1
C -2.626 -0.872 -0.399
C -1.569 -0.177 0.398
C -0.301 -0.906 0.561
C -0.322 0.346 -0.467
O 0.275 1.350 -0.157
N -0.307 1.426 2.736
H -3.460 -1.174 0.237
H -2.266 -1.790 -0.861
H -3.035 -0.242 -1.191
H -1.830 0.396 1.285
H 0.242 -0.691 1.472
H -0.138 -1.856 0.059
H -0.330 0.132 -1.538
H 0.041 1.629 1.804
H 0.469 1.297 3.370
H -0.897 2.183 3.050
H 1.925 -0.958 -1.568
H 1.775 -2.168 -2.545
O 1.304 -1.641 -1.894
H 1.692 0.942 -0.483
H 3.276 0.983 -0.789
O 2.497 0.429 -0.687
*
```


Stability comparison, relative energies in eV: w 0.000; x 2.472


w | Density functional theory data (ωB97M-V with the def2-TZVPD basis set) for one molecule with the formula C2H6OSi.

Summary:
SMILES: C[Si](C)=O
Molecular weight (Da): 74.15
Kohn-Sham gap (eV): 9.23

```
! RIJCOSX wB97M-V def2-TZVPD def2/J DEFGRID3
* xyz 0 1
C -1.535 -0.249 -0.116
Si 0.044 0.050 0.752
C 1.582 0.067 -0.297
O 0.109 0.967 2.088
H -1.458 -0.235 -1.182
H -2.334 0.434 0.117
H -1.887 -1.211 0.260
H 1.864 1.103 -0.398
H 2.348 -0.596 0.077
H 1.267 -0.331 -1.300
*
```


x | Density functional theory data (ωB97M-V with the def2-TZVPD basis set) for one molecule with the formula C2H6OSi.

Summary:
SMILES: C[SiH2]C=O
Molecular weight (Da): 74.15
Kohn-Sham gap (eV): 9.44

```
! RIJCOSX wB97M-V def2-TZVPD def2/J DEFGRID3
* xyz 0 1
C 1.007 -0.986 -0.104
Si -0.188 0.502 -0.001
C -2.064 0.272 -0.366
O -2.851 -0.415 0.262
H 1.920 -0.318 -0.162
H 1.180 -1.748 0.699
H 1.035 -1.447 -1.100
H 0.381 0.875 1.539
H 0.192 1.711 -0.803
H -2.466 0.563 -1.289
*
```


Stability comparison, relative energies in eV: w 0.000; x 1.961


w | Density functional theory data (ωB97M-V with the def2-TZVPD basis set) for one molecule with the formula C3H5FN2S.

Summary:
SMILES: NC(=S)N/C=C\F
Molecular weight (Da): 120.15
Kohn-Sham gap (eV): 8.95

```
! RIJCOSX wB97M-V def2-TZVPD def2/J DEFGRID3
* xyz 0 1
N -0.755 -1.428 -0.338
C -1.381 -0.235 -0.045
S -2.984 -0.118 0.055
N -0.573 0.883 0.183
C 0.759 1.166 -0.200
C 1.806 0.237 -0.087
F 1.826 -1.179 0.288
H 0.132 -1.814 0.290
H -1.518 -2.008 -0.146
H -1.147 1.688 0.693
H 0.936 2.340 -0.306
H 2.898 0.469 -0.386
*
```


x | Density functional theory data (ωB97M-V with the def2-TZVPD basis set) for one molecule with the formula C3H5FN2S.

Summary:
SMILES: N/C=C(F)/C=N\S
Molecular weight (Da): 120.15
Kohn-Sham gap (eV): 9.28

```
! RIJCOSX wB97M-V def2-TZVPD def2/J DEFGRID3
* xyz 0 1
N 2.437 -0.648 0.274
C 1.396 0.375 -0.102
C 0.149 -0.040 -0.294
F -0.261 -1.372 -0.149
C -0.975 0.951 -0.022
N -2.141 0.771 0.013
S -2.777 -0.771 -0.011
H 3.288 -0.746 -0.517
H 2.057 -1.555 0.300
H 1.718 1.431 -0.106
H -0.714 2.075 0.168
H -4.177 -0.473 0.448
*
```


Stability comparison, relative energies in eV: w 0.000; x 0.926


w | Density functional theory data (ωB97M-V with the def2-TZVPD basis set) for an isolated ion of composition C2H4N3O and charge +1.

Summary:
SMILES: C=[NH+]/C=N\N=O
Molecular weight (Da): 86.07
Kohn-Sham gap (alpha / beta) (eV): 7.19 / 7.88

```
! RIJCOSX wB97M-V def2-TZVPD def2/J DEFGRID3
* xyz 1 1
C -0.010 0.277 1.465
N 0.674 0.739 0.448
C 0.420 0.527 -0.938
N -0.471 -0.362 -1.253
N -0.788 -1.489 -1.232
O -1.676 -2.156 -1.532
H -0.502 -0.692 1.570
H 0.289 0.600 2.429
H 1.339 1.416 0.812
H 0.725 1.140 -1.769
*
```


x | Density functional theory data (ωB97M-V with the def2-TZVPD basis set) for a 2-piece molecular cluster, C2H4N3O overall.

Summary:
Molecular weight (Da): 86.07
Kohn-Sham gap (eV): 9.28

```
! RIJCOSX wB97M-V def2-TZVPD def2/J DEFGRID3
* xyz 1 1
C -1.760 -0.483 -0.147
C 0.602 -0.900 -0.200
N 0.728 1.969 0.581
N -0.592 -0.149 -0.037
N -0.384 1.820 0.523
O -2.889 -0.679 -0.308
H 1.387 -0.216 -0.515
H 0.982 -1.284 0.736
H 0.373 -1.599 -1.016
H 1.554 1.522 0.382
*
```


Stability comparison, relative energies in eV: w 2.688; x 0.000


w | Density functional theory data (ωB97M-V with the def2-TZVPD basis set) for a 5-piece molecular cluster, CH12O4S2 overall.

Summary:
SMILES: CSS.O.O.O.O
Molecular weight (Da): 152.24
Kohn-Sham gap (eV): 9.63

```
! RIJCOSX wB97M-V def2-TZVPD def2/J DEFGRID3
* xyz 0 1
C -0.196 3.378 -0.368
S -0.015 1.565 -0.245
S -0.046 1.268 1.789
H -0.294 3.629 -1.422
H -1.038 3.757 0.204
H 0.699 3.848 0.041
H 1.279 1.384 1.985
O -2.129 -0.844 -1.208
H -2.747 -1.582 -1.281
H -1.915 -0.617 -2.121
O 0.195 -3.447 -2.688
H 0.407 -2.918 -1.899
H 0.682 -2.952 -3.359
O 2.577 -1.507 0.681
H 2.507 -0.626 0.308
H 1.655 -1.752 0.835
O -0.322 -1.979 1.063
H -0.996 -2.638 1.256
H -0.819 -1.185 0.833
*
```


x | Density functional theory data (ωB97M-V with the def2-TZVPD basis set) for a 6-piece molecular cluster, CH12O4S2 overall.

Summary:
Molecular weight (Da): 152.24
Kohn-Sham gap (eV): 3.69

```
! RIJCOSX wB97M-V def2-TZVPD def2/J DEFGRID3
* xyz 0 1
C 1.518 0.136 -1.449
S 2.298 -0.031 0.143
S -1.878 0.342 -1.513
H 0.913 -0.748 -1.622
H 2.299 0.097 -2.219
H 0.839 0.996 -1.659
H -2.613 1.366 -2.035
H 2.508 2.027 1.400
H 2.689 3.094 2.509
O 2.052 2.496 2.107
H 0.692 -1.213 0.669
H 0.314 -2.625 0.873
O -0.122 -1.772 0.688
H -1.522 -2.532 -0.420
H -2.570 -1.993 -1.280
O -2.420 -2.769 -0.717
H -1.664 0.986 0.692
H -1.494 1.397 2.213
O -1.840 0.747 1.618
*
```


Stability comparison, relative energies in eV: w 0.000; x 5.480


w | Density functional theory data (ωB97M-V with the def2-TZVPD basis set) for one molecule with the formula C4H3N3O.

Summary:
SMILES: [H]/N=c1/[nH]c(C#C)no1
Molecular weight (Da): 109.09
Kohn-Sham gap (eV): 8.48

```
! RIJCOSX wB97M-V def2-TZVPD def2/J DEFGRID3
* xyz 0 1
H -3.351 0.030 0.530
N -2.751 -0.522 -0.044
C -1.580 -0.045 -0.074
N -0.426 -0.690 -0.242
C 0.647 0.259 -0.330
C 1.967 -0.082 -0.158
C 3.145 -0.050 0.057
N 0.004 1.437 -0.282
O -1.324 1.297 0.044
H -0.282 -1.698 -0.196
H 3.952 0.064 0.695
*
```


x | Density functional theory data (ωB97M-V with the def2-TZVPD basis set) for C4H3N3O as an isolated structure.

Summary:
Molecular weight (Da): 109.09
Kohn-Sham gap (eV): 9.50

```
! RIJCOSX wB97M-V def2-TZVPD def2/J DEFGRID3
* xyz 0 1
C 1.382 -1.442 0.092
C -0.475 -0.666 0.011
C -0.062 1.849 -0.202
C 0.760 -0.049 -0.276
H 1.748 -1.325 1.120
H 2.496 -1.784 -0.723
H -0.089 2.817 -0.596
N -1.623 -0.008 0.424
N -1.286 1.471 0.178
N 1.066 1.151 -0.321
O -0.110 -2.020 0.061
*
```


Stability comparison, relative energies in eV: w 0.000; x 1.273